Entry 1:
14 unconnected molecules or ions with the total composition C54H115F12N15O26S12. Source: OMol25; level of theory: ωB97M-V/def2-TZVPD.

Cartesian coordinates (Å):
C (-12.88, 9.92, -16.78)
C (-12.71, 11.33, -17.30)
N (-11.39, 11.47, -18.02)
C (-11.18, 11.46, -19.38)
C (-9.83, 11.54, -19.65)
N (-9.19, 11.56, -18.43)
C (-10.08, 11.50, -17.40)
C (-7.74, 11.47, -18.20)
H (-11.99, 9.61, -16.24)
H (-13.15, 9.24, -17.60)
H (-13.72, 9.99, -16.10)
H (-12.81, 12.18, -16.61)
H (-13.54, 11.39, -18.00)
H (-12.06, 11.42, -20.01)
H (-9.20, 11.55, -20.52)
H (-9.88, 11.41, -16.34)
H (-7.50, 10.64, -18.87)
H (-7.43, 11.21, -17.19)
H (-7.25, 12.37, -18.58)
C (-13.96, 6.88, -15.30)
C (-13.40, 6.87, -13.92)
N (-13.12, 8.17, -13.44)
C (-11.98, 8.88, -13.59)
C (-12.05, 10.15, -13.19)
N (-13.27, 10.46, -12.81)
C (-13.96, 9.25, -12.88)
C (-13.87, 11.78, -12.36)
H (-14.01, 5.94, -15.84)
H (-13.26, 7.45, -15.91)
H (-14.95, 7.33, -15.36)
H (-12.44, 6.34, -13.92)
H (-14.19, 6.50, -13.27)
H (-11.15, 8.30, -13.96)
H (-11.32, 10.94, -13.32)
H (-14.98, 9.09, -12.56)
H (-14.75, 11.50, -11.79)
H (-14.30, 12.23, -13.26)
H (-13.19, 12.45, -11.83)
C (-9.77, 2.20, -14.68)
C (-9.35, 2.86, -13.32)
C (-9.29, 4.42, -13.40)
N (-8.57, 5.31, -12.22)
C (-7.08, 5.47, -12.37)
C (-8.95, 4.62, -10.83)
C (-10.37, 5.16, -10.53)
C (-10.41, 6.59, -11.11)
C (-9.27, 6.72, -12.17)
H (-9.28, 2.69, -15.51)
H (-10.86, 2.29, -14.72)
H (-9.43, 1.16, -14.72)
H (-8.53, 2.36, -12.79)
H (-10.06, 2.49, -12.58)
H (-10.31, 4.75, -13.64)
H (-8.59, 4.74, -14.17)
H (-6.83, 4.45, -12.64)
H (-6.66, 5.92, -11.47)
H (-6.78, 6.07, -13.23)
H (-8.28, 5.09, -10.11)
H (-8.82, 3.54, -10.78)
H (-10.69, 5.25, -9.49)
H (-11.09, 4.57, -11.10)
H (-10.31, 7.33, -10.32)
H (-11.33, 6.74, -11.67)
H (-8.49, 7.48, -12.06)
H (-9.71, 6.86, -13.16)
C (-10.68, 1.21, -18.05)
C (-12.10, 1.82, -18.24)
C (-12.41, 2.26, -19.66)
N (-13.55, 3.26, -19.83)
C (-14.76, 2.85, -18.94)
C (-13.91, 3.61, -21.32)
C (-14.44, 5.05, -21.36)
C (-14.09, 5.71, -20.07)
C (-13.26, 4.68, -19.32)
H (-10.59, 1.03, -16.97)
H (-9.86, 1.85, -18.38)
H (-10.52, 0.26, -18.56)
H (-12.20, 2.67, -17.56)
H (-12.72, 0.97, -17.96)
H (-12.71, 1.55, -20.44)
H (-11.50, 2.64, -20.13)
H (-15.04, 1.88, -19.35)
H (-15.55, 3.51, -19.31)
H (-14.65, 2.93, -17.86)
H (-14.70, 2.97, -21.73)
H (-13.00, 3.45, -21.89)
H (-15.52, 4.95, -21.49)
H (-14.11, 5.61, -22.24)
H (-15.03, 5.76, -19.53)
H (-13.65, 6.71, -20.12)
H (-13.37, 4.79, -18.24)
H (-12.19, 4.88, -19.34)
C (-16.22, 11.08, -15.28)
C (-17.50, 11.92, -15.30)
C (-18.27, 11.82, -16.59)
N (-19.81, 12.11, -16.49)
C (-19.95, 13.65, -16.40)
C (-20.62, 11.32, -15.41)
C (-21.78, 10.79, -16.10)
C (-21.42, 10.45, -17.50)
C (-20.54, 11.68, -17.81)
H (-15.34, 11.73, -15.27)
H (-16.09, 10.47, -16.18)
H (-15.99, 10.46, -14.41)
H (-17.20, 12.93, -15.03)
H (-18.05, 11.56, -14.43)
H (-18.28, 10.75, -16.79)
H (-17.70, 12.31, -17.37)
H (-19.45, 14.17, -17.21)
H (-19.25, 13.83, -15.58)
H (-21.01, 13.89, -16.31)
H (-20.79, 11.87, -14.48)
H (-20.11, 10.39, -15.15)
H (-22.52, 11.59, -16.14)
H (-22.18, 9.92, -15.58)
H (-22.29, 10.31, -18.14)
H (-20.90, 9.50, -17.65)
H (-21.21, 12.46, -18.18)
H (-19.81, 11.30, -18.52)
C (-16.77, 8.55, -18.25)
C (-17.98, 8.01, -18.88)
C (-17.76, 7.81, -20.44)
N (-18.96, 7.44, -21.28)
C (-20.10, 8.51, -21.20)
C (-19.51, 6.05, -21.04)
C (-19.84, 5.48, -22.40)
C (-19.33, 6.38, -23.51)
C (-18.51, 7.39, -22.74)
H (-15.87, 7.93, -18.26)
H (-16.87, 8.65, -17.17)
H (-16.54, 9.51, -18.73)
H (-18.67, 8.85, -18.84)
H (-18.33, 7.16, -18.30)
H (-16.97, 7.09, -20.67)
H (-17.48, 8.78, -20.84)
H (-20.43, 8.78, -20.19)
H (-20.97, 8.23, -21.80)
H (-19.57, 9.37, -21.61)
H (-20.38, 6.07, -20.39)
H (-18.66, 5.56, -20.55)
H (-20.88, 5.17, -22.51)
H (-19.24, 4.59, -22.60)
H (-20.20, 6.78, -24.03)
H (-18.72, 5.87, -24.25)
H (-18.42, 8.41, -23.11)
H (-17.47, 7.06, -22.75)
C (-10.19, 10.52, -10.15)
C (-9.47, 11.50, -9.17)
C (-8.55, 12.51, -9.97)
N (-7.70, 13.51, -9.15)
C (-8.56, 13.89, -8.01)
C (-7.29, 14.77, -9.91)
C (-6.02, 15.14, -9.27)
C (-5.26, 13.92, -8.86)
C (-6.31, 12.82, -8.75)
H (-10.62, 9.68, -9.60)
H (-9.58, 10.06, -10.93)
H (-11.09, 10.89, -10.63)
H (-8.83, 11.02, -8.44)
H (-10.09, 12.15, -8.56)
H (-9.27, 13.14, -10.50)
H (-7.89, 12.10, -10.73)
H (-8.08, 14.71, -7.47)
H (-8.76, 13.00, -7.41)
H (-9.46, 14.29, -8.48)
H (-8.09, 15.51, -9.89)
H (-7.24, 14.39, -10.93)
H (-6.35, 15.78, -8.46)
H (-5.35, 15.84, -9.78)
H (-4.52, 14.07, -8.08)
H (-4.55, 13.71, -9.66)
H (-6.41, 12.44, -7.74)
H (-6.00, 12.03, -9.43)
N (-10.39, 12.89, -14.41)
S (-11.08, 14.17, -14.80)
O (-11.25, 14.48, -16.22)
O (-10.92, 15.32, -13.89)
F (-12.56, 13.60, -14.50)
S (-8.76, 13.53, -14.25)
O (-8.27, 13.76, -12.92)
O (-8.20, 14.24, -15.42)
F (-8.13, 12.09, -14.67)
N (-14.68, 12.68, -9.07)
S (-13.27, 13.32, -8.72)
O (-13.15, 14.28, -7.60)
O (-12.27, 13.48, -9.76)
F (-12.56, 11.93, -8.19)
S (-15.11, 14.25, -9.62)
O (-14.59, 14.79, -10.83)
O (-15.60, 15.12, -8.62)
F (-16.40, 13.48, -10.23)
N (-14.59, 1.94, -13.14)
S (-13.52, 1.14, -13.63)
O (-12.43, 0.90, -12.65)
O (-13.31, 0.97, -15.06)
F (-14.31, -0.23, -13.40)
S (-13.96, 3.36, -13.69)
O (-14.43, 3.64, -15.01)
O (-12.67, 3.76, -13.26)
F (-14.91, 4.27, -12.73)
N (-9.93, 7.10, -15.42)
S (-8.58, 7.82, -15.93)
O (-8.65, 8.68, -17.13)
O (-7.44, 6.96, -15.65)
F (-8.58, 8.93, -14.76)
S (-10.20, 6.26, -16.94)
O (-9.18, 5.26, -17.28)
O (-10.88, 7.01, -18.05)
F (-11.45, 5.32, -16.52)
N (-19.43, 5.13, -16.16)
S (-20.13, 6.10, -15.18)
O (-20.01, 7.50, -15.53)
O (-20.26, 5.81, -13.75)
F (-21.68, 5.81, -15.70)
S (-17.88, 5.37, -15.40)
O (-17.65, 4.43, -14.25)
O (-17.27, 6.69, -15.39)
F (-17.06, 4.66, -16.61)
N (-14.98, 8.20, -9.15)
S (-15.18, 6.89, -9.92)
O (-16.11, 5.94, -9.26)
O (-14.05, 6.28, -10.61)
F (-16.12, 7.56, -11.02)
S (-13.75, 7.50, -8.23)
O (-12.43, 7.35, -8.86)
O (-14.09, 6.67, -7.09)
F (-13.50, 8.90, -7.45)
C (-19.69, 10.28, -11.82)
C (-18.53, 10.42, -10.90)
O (-17.39, 10.62, -11.45)
O (-18.59, 10.19, -9.65)
H (-20.43, 9.87, -11.13)
H (-19.51, 9.60, -12.65)
H (-20.01, 11.24, -12.23)

Output
Gap between HOMO and LUMO (spin up / spin down) = 0.100 / 0.154 hartree
Molecular weight = 2003.4 Da
Strongest force on any atom = 13.68 eV/A
E = -10879.983813 Ha
HOMO energy (spin up / spin down) = -2.01 / -3.56 eV
Total charge = -1
E_LUMO (spin up / spin down) = 0.72 / 0.64 eV
2S+1 = 2



Entry 2:
9 unconnected molecules or ions with the total composition C54H126O27. Source: OMol25; level of theory: ωB97M-V/def2-TZVPD.

Cartesian coordinates (Å):
C (-13.15, -5.35, 9.63)
O (-12.38, -4.81, 8.59)
C (-12.81, -3.56, 8.06)
C (-12.18, -3.46, 6.69)
O (-10.93, -4.11, 6.60)
C (-10.30, -4.00, 5.30)
C (-9.17, -5.06, 5.18)
O (-9.58, -6.17, 6.03)
C (-8.47, -7.13, 6.13)
H (-14.08, -5.64, 9.12)
H (-13.44, -4.62, 10.38)
H (-12.61, -6.22, 9.99)
H (-12.68, -2.74, 8.77)
H (-13.88, -3.40, 7.89)
H (-12.00, -2.39, 6.58)
H (-12.90, -3.82, 5.95)
H (-9.97, -2.96, 5.26)
H (-10.91, -4.01, 4.39)
H (-8.28, -4.57, 5.57)
H (-9.09, -5.37, 4.13)
H (-8.34, -7.53, 5.12)
H (-8.80, -7.82, 6.91)
H (-7.55, -6.66, 6.46)
C (-0.87, -13.40, -4.06)
O (-1.23, -12.01, -3.96)
C (-0.52, -11.08, -4.80)
C (0.72, -10.56, -4.05)
O (1.55, -9.92, -4.97)
C (2.70, -9.28, -4.41)
C (3.65, -8.53, -5.35)
O (2.92, -7.45, -5.85)
C (3.16, -6.91, -7.14)
H (-1.48, -14.12, -3.52)
H (0.04, -13.43, -3.46)
H (-0.83, -13.85, -5.06)
H (-1.17, -10.27, -5.14)
H (-0.37, -11.51, -5.80)
H (1.30, -11.33, -3.54)
H (0.36, -9.90, -3.25)
H (3.32, -9.87, -3.74)
H (2.26, -8.54, -3.74)
H (3.93, -9.28, -6.09)
H (4.55, -8.11, -4.91)
H (4.11, -6.38, -7.23)
H (2.42, -6.13, -7.34)
H (3.01, -7.67, -7.90)
C (-0.69, -13.94, 3.19)
O (-0.55, -13.22, 4.36)
C (-1.34, -12.05, 4.42)
C (-0.76, -10.84, 3.58)
O (-1.47, -9.65, 3.84)
C (-0.80, -8.40, 3.40)
C (-1.70, -7.17, 3.54)
O (-0.91, -5.96, 3.31)
C (-1.13, -5.38, 2.12)
H (0.02, -14.76, 3.25)
H (-0.27, -13.36, 2.37)
H (-1.72, -14.27, 3.08)
H (-1.31, -11.83, 5.49)
H (-2.38, -12.10, 4.11)
H (-0.82, -11.07, 2.52)
H (0.31, -10.76, 3.75)
H (-0.53, -8.66, 2.38)
H (0.06, -8.21, 4.03)
H (-1.92, -7.18, 4.61)
H (-2.68, -7.27, 3.07)
H (-2.18, -5.09, 2.08)
H (-0.94, -6.06, 1.29)
H (-0.52, -4.49, 2.01)
C (-0.77, -23.46, -12.25)
O (-1.34, -24.06, -13.43)
C (-2.68, -24.40, -13.33)
C (-3.03, -25.44, -12.28)
O (-2.92, -24.99, -10.84)
C (-3.18, -26.01, -9.93)
C (-3.09, -25.55, -8.48)
O (-1.77, -25.67, -7.99)
C (-1.40, -24.79, -6.95)
H (-0.06, -22.70, -12.57)
H (-0.09, -24.06, -11.63)
H (-1.37, -22.85, -11.57)
H (-3.00, -24.85, -14.27)
H (-3.30, -23.50, -13.27)
H (-2.51, -26.37, -12.48)
H (-4.09, -25.64, -12.44)
H (-2.66, -26.95, -10.09)
H (-4.24, -26.24, -10.07)
H (-3.47, -26.30, -7.79)
H (-3.58, -24.59, -8.32)
H (-1.25, -23.76, -7.29)
H (-0.44, -25.00, -6.48)
H (-2.06, -24.81, -6.09)
C (-12.41, -17.09, -10.87)
O (-13.50, -17.18, -10.04)
C (-13.14, -17.46, -8.70)
C (-14.51, -18.06, -8.12)
O (-14.92, -19.23, -8.78)
C (-15.97, -19.13, -9.75)
C (-17.32, -19.20, -8.97)
O (-17.68, -20.48, -8.54)
C (-16.66, -21.04, -7.76)
H (-11.72, -16.39, -10.39)
H (-12.64, -16.71, -11.87)
H (-12.02, -18.10, -10.98)
H (-12.81, -16.57, -8.16)
H (-12.32, -18.17, -8.71)
H (-15.25, -17.28, -8.23)
H (-14.42, -18.31, -7.06)
H (-15.91, -19.91, -10.51)
H (-15.87, -18.23, -10.35)
H (-18.05, -18.85, -9.71)
H (-17.53, -18.42, -8.24)
H (-15.73, -21.38, -8.22)
H (-17.02, -21.96, -7.30)
H (-16.45, -20.33, -6.96)
C (-16.74, -23.73, -0.53)
O (-15.58, -23.69, 0.37)
C (-14.67, -22.67, -0.09)
C (-14.88, -21.31, 0.56)
O (-14.62, -21.52, 1.98)
C (-14.53, -20.31, 2.62)
C (-15.44, -20.25, 3.87)
O (-14.85, -20.98, 4.94)
C (-15.11, -20.34, 6.20)
H (-17.49, -24.52, -0.40)
H (-16.38, -23.92, -1.55)
H (-17.31, -22.81, -0.62)
H (-14.61, -22.63, -1.18)
H (-13.68, -23.09, 0.08)
H (-15.87, -20.92, 0.34)
H (-14.23, -20.60, 0.05)
H (-14.63, -19.41, 2.00)
H (-13.50, -20.30, 2.95)
H (-16.45, -20.64, 3.71)
H (-15.54, -19.20, 4.14)
H (-16.14, -20.05, 6.38)
H (-14.35, -19.56, 6.22)
H (-14.76, -20.96, 7.02)
C (1.53, -30.32, 0.01)
O (0.30, -29.54, 0.03)
C (-0.78, -30.00, 0.93)
C (-2.00, -29.21, 0.59)
O (-2.49, -29.76, -0.59)
C (-3.61, -29.09, -1.17)
C (-4.95, -29.45, -0.57)
O (-5.03, -28.81, 0.73)
C (-6.39, -28.72, 1.28)
H (2.17, -29.91, 0.79)
H (1.99, -30.18, -0.97)
H (1.27, -31.37, 0.16)
H (-0.55, -29.79, 1.98)
H (-0.98, -31.06, 0.78)
H (-1.86, -28.14, 0.46)
H (-2.75, -29.35, 1.36)
H (-3.64, -29.56, -2.16)
H (-3.53, -28.01, -1.31)
H (-5.11, -30.53, -0.58)
H (-5.66, -28.91, -1.19)
H (-6.92, -29.67, 1.16)
H (-7.01, -27.98, 0.77)
H (-6.36, -28.49, 2.35)
C (-8.35, -26.59, -7.69)
O (-8.16, -25.35, -6.98)
C (-9.11, -24.35, -7.25)
C (-9.04, -23.68, -8.59)
O (-7.82, -22.96, -8.80)
C (-7.72, -22.18, -9.99)
C (-6.34, -21.38, -10.09)
O (-6.25, -20.36, -9.16)
C (-5.26, -19.39, -9.41)
H (-9.25, -27.14, -7.40)
H (-7.57, -27.33, -7.54)
H (-8.39, -26.34, -8.75)
H (-9.10, -23.55, -6.50)
H (-10.08, -24.81, -7.07)
H (-9.80, -22.90, -8.54)
H (-9.25, -24.32, -9.45)
H (-8.55, -21.47, -10.04)
H (-7.77, -22.94, -10.77)
H (-6.30, -20.95, -11.08)
H (-5.49, -22.05, -9.96)
H (-4.25, -19.73, -9.20)
H (-5.59, -18.64, -8.70)
H (-5.38, -18.92, -10.39)
C (-6.34, -20.48, -2.20)
O (-7.69, -20.31, -1.83)
C (-8.42, -19.36, -2.59)
C (-8.40, -17.82, -2.06)
O (-8.84, -17.54, -0.71)
C (-8.19, -18.19, 0.43)
C (-6.72, -17.78, 0.59)
O (-6.43, -16.46, 1.15)
C (-6.80, -15.50, 0.22)
H (-5.80, -19.53, -2.11)
H (-6.11, -20.80, -3.21)
H (-6.15, -21.27, -1.47)
H (-9.44, -19.74, -2.47)
H (-8.21, -19.55, -3.64)
H (-9.17, -17.42, -2.72)
H (-7.44, -17.34, -2.30)
H (-8.32, -19.27, 0.40)
H (-8.78, -17.96, 1.32)
H (-6.17, -18.00, -0.32)
H (-6.32, -18.46, 1.34)
H (-7.83, -15.46, -0.14)
H (-6.27, -15.53, -0.73)
H (-6.55, -14.51, 0.59)

Output
Gap between HOMO and LUMO = 0.345 hartree
Molecular weight = 1207.6 Da
Strongest force on any atom = 3.33 eV/A
E = -4163.675381 Ha
Energy relative to the best compared isomer or geometry (same formula, charge and spin) = 188.4 kcal per mole
HOMO energy = -9.20 eV
Total charge = 0
E_LUMO = 0.20 eV
SMILES = COCCOCCOC.COCCOCCOC.COCCOCCOC.COCCOCCOC.COCCOCCOC.COCCOCCOC.COCCOCCOC.COCCOCCOC.COCCOCCOC
2S+1 = 1